{
  "formula": "C4H9N3O",
  "method": "ωB97M-V with the def2-TZVPD basis set",
  "e_tot_ha": -397.14747,
  "relative_energy_ev": 5.529,
  "multiplicity": 1,
  "e_lumo_ha": 0.036,
  "largest_force_ha_per_bohr": 0.083,
  "mol_weight_g_mol": 115.14,
  "species": ["C", "C", "C", "C", "H", "H", "H", "H", "H", "H", "H", "H", "H", "N", "N", "N", "O"],
  "xyz": [[-0.66, -1.92, 1.04], [-2.14, -0.44, -0.08], [-1.26, 0.51, -0.39], [0.76, 1.30, -1.03], [-0.62, -2.99, 1.35], [0.11, -1.97, 0.30], [-0.34, -1.09, 1.73], [-3.30, 0.12, -0.08], [-1.71, 1.60, -0.84], [0.23, 1.86, -1.75], [2.82, 2.10, -0.64], [2.21, -0.37, -0.09], [1.97, 0.45, 1.25], [0.18, 0.38, -0.41], [2.03, 1.56, -0.40], [2.58, 0.46, 0.43], [-1.90, -1.64, 0.53]]
}